Below is a 2-piece molecular cluster, C6H7N overall in a non-equilibrium geometry, with properties calculated with ωB97M-V/def2-TZVPD.

Output
Total charge: 0
Frontier orbital gap: 7.21 eV
HOMO level: -6.94 eV
LUMO energy: 0.2669 eV
Maximum force: 9.547 eV Å⁻¹
Relative energy (zero: lowest compared OMol25 entry of this formula, charge and spin): 8.3467 eV

```
14
C6H7N ωB97M-V/def2-TZVPD
C -0.879 -2.408 0.415
C -2.622 0.156 -0.646
C 0.476 0.945 -0.093
C 0.202 -2.345 -0.091
C -1.948 0.961 0.242
C 1.915 0.942 -0.295
N -0.673 0.769 0.184
H -1.700 -2.559 1.032
H -3.654 0.356 -0.695
H 0.877 -2.370 -0.835
H -2.332 1.613 1.028
H 2.311 1.998 -0.247
H 1.954 0.583 -1.237
H 2.454 0.316 0.447
```



Below is a 2-piece molecular cluster, C3H7NO3S overall in a non-equilibrium geometry, with properties calculated with ωB97M-V/def2-TZVPD.

Output
Total charge: 0
Frontier orbital gap: 8.77 eV
HOMO level: -8.07 eV
SMILES: C1=NCCO1.OSO
LUMO energy: 0.7060 eV
Maximum force: 5.416 eV Å⁻¹
Relative energy (zero: lowest compared OMol25 entry of this formula, charge and spin): 2.4391 eV

```
15
C3H7NO3S ωB97M-V/def2-TZVPD
C 0.944 -1.203 0.301
N 0.265 -0.250 -0.127
C 1.175 0.761 -0.471
C 2.656 0.039 -0.326
O 2.254 -1.239 0.176
H 0.405 -2.080 0.505
H 1.236 1.655 0.225
H 1.239 1.155 -1.498
H 3.070 0.082 -1.277
H 3.260 0.698 0.294
O -2.548 -0.888 0.276
S -3.913 -0.125 -0.204
O -4.004 1.182 0.767
H -1.607 -0.809 -0.169
H -4.432 1.023 1.527
```



Below is a 2-piece molecular cluster, C3H11N3O overall in a non-equilibrium geometry, with properties calculated with ωB97M-V/def2-TZVPD.

Output
Total charge: 0
Frontier orbital gap: 10.07 eV
HOMO level: -9.24 eV
SMILES: [H]/N=C(\N)NCC.O
LUMO energy: 0.8288 eV
Maximum force: 6.019 eV Å⁻¹
Relative energy (zero: lowest compared OMol25 entry of this formula, charge and spin): 2.5662 eV

```
18
C3H11N3O ωB97M-V/def2-TZVPD
H 2.477 -0.044 0.376
N 1.661 0.462 0.571
C 0.524 0.005 0.190
N 0.241 -1.355 0.292
N -0.624 0.794 -0.245
C -1.776 0.688 0.724
C -1.557 1.500 1.963
H -0.518 -1.870 -0.164
H 0.782 -1.806 1.046
H -0.001 1.797 -0.197
H -1.807 -0.455 0.879
H -2.584 1.109 0.041
H -0.573 1.234 2.479
H -2.426 1.571 2.606
H -1.409 2.454 1.486
O 1.314 -1.662 -3.046
H 1.776 -1.111 -3.587
H 1.674 -2.048 -2.188
```